Model a:
The following is a DFT calculation (ωB97M-V with the def2-TZVPD basis set) of C4H6N2O2 in the gas phase.

```
14
C4H6N2O2, DFT ωB97M-V with the def2-TZVPD basis set
O 3.160 0.949 0.058
C 2.417 0.016 -0.130
N 1.073 0.193 -0.016
N 0.253 -0.840 -0.212
C -0.840 -1.003 0.710
C -1.225 -0.370 -0.465
C -1.442 1.137 -0.444
O -1.106 1.820 0.467
H 2.751 -1.025 -0.466
H 0.611 0.901 0.550
H -0.998 -2.119 0.836
H -0.844 -0.391 1.629
H -1.600 -0.871 -1.393
H -2.211 1.601 -1.123
```

Computed properties:
* HOMO level: -9.26 eV
* multiplicity: 1
* E_LUMO: 0.116 eV
* charge: 0
* SMILES: O=CNN1C[C@H]1C=O

=====

Model b:
The following is a DFT calculation (ωB97M-V with the def2-TZVPD basis set) of 2 unconnected molecules or ions with the total composition C4H6N2O2.

```
14
C4H6N2O2, DFT ωB97M-V with the def2-TZVPD basis set
C -0.874 -0.142 0.928
C 0.465 0.647 1.038
C 1.497 0.577 0.171
C 1.473 0.102 -1.185
H -1.747 -0.399 -1.354
H -2.649 -0.789 0.170
H -0.583 -1.231 2.735
H 0.651 1.174 1.877
H 2.336 1.240 0.203
H 0.183 -0.314 -2.635
N -1.967 0.100 -0.038
N -1.253 -1.068 1.843
O 0.214 -0.475 -1.527
O 2.255 0.579 -2.226
```

Computed properties:
* HOMO level: -9.78 eV
* multiplicity: 1
* E_LUMO: -1.034 eV
* charge: 0

=====

Model c:
The following is a DFT calculation (ωB97M-V with the def2-TZVPD basis set) of C4H6N2O2 in the gas phase.

```
14
C4H6N2O2, DFT ωB97M-V with the def2-TZVPD basis set
H -2.377 1.088 -0.657
N -2.376 0.630 0.250
C -1.139 0.357 0.452
C -1.002 -0.287 1.783
O -0.015 -0.524 2.505
N -0.062 0.353 -0.353
O -0.539 0.326 -1.634
C 1.249 -0.225 -0.015
C 2.027 -0.719 -1.023
H -1.987 -0.297 2.370
H -0.008 1.004 -2.104
H 1.417 -0.247 1.171
H 1.755 -0.458 -2.040
H 3.058 -1.000 -0.705
```

Computed properties:
* HOMO level: -8.99 eV
* multiplicity: 1
* E_LUMO: -0.122 eV
* charge: 0
* SMILES: [H]/N=C(/C=O)N(O)C=C

=====

model a (0.0303 hartree below the next structure)